Entry 1:
The following is a DFT calculation (ωB97M-V/def2-TZVPD) of a structure of composition C32H44Cl5N5O8PSW at a distorted geometry.

CARTESIAN COORDINATES (ANGSTROEM)
W (-0.604, -0.360, -0.509)
O (2.118, -2.267, -1.829)
C (1.334, -2.524, -0.945)
O (0.040, -2.232, -1.002)
C (1.780, -3.131, 0.374)
C (0.649, -3.814, 1.159)
C (1.248, -4.622, 2.319)
C (1.586, -3.497, 3.329)
C (1.176, -2.254, 2.536)
O (0.029, -2.702, 1.813)
C (2.219, -2.029, 1.400)
C (2.212, -0.593, 0.931)
O (3.068, 0.210, 1.114)
O (1.064, -0.217, 0.253)
H (2.621, -3.790, 0.167)
H (-0.081, -4.332, 0.544)
H (0.517, -5.318, 2.724)
H (2.121, -5.195, 2.008)
H (0.968, -3.571, 4.222)
H (2.631, -3.481, 3.636)
H (0.922, -1.361, 3.103)
H (3.234, -2.201, 1.752)
Cl (-6.475, -3.716, -0.619)
C (-5.090, -2.842, -0.115)
C (-4.812, -2.699, 1.251)
Cl (-5.851, -3.406, 2.418)
C (-3.691, -1.984, 1.684)
Cl (-3.302, -1.765, 3.330)
C (-2.883, -1.438, 0.709)
O (-1.742, -0.733, 0.912)
C (-3.138, -1.589, -0.647)
O (-2.206, -0.993, -1.415)
C (-4.249, -2.285, -1.082)
Cl (-4.537, -2.440, -2.763)
Cl (-5.456, 4.155, -3.439)
C (-4.140, 3.473, -2.544)
C (-4.398, 2.544, -1.547)
C (-3.340, 1.996, -0.841)
C (-2.022, 2.360, -1.120)
C (-0.881, 1.736, -0.394)
C (-1.792, 3.304, -2.118)
C (-2.842, 3.863, -2.830)
H (-5.417, 2.260, -1.326)
H (-3.548, 1.276, -0.057)
H (-0.987, 1.828, 0.702)
H (0.069, 2.214, -0.646)
H (-0.776, 3.608, -2.342)
H (-2.660, 4.599, -3.601)
C (-0.612, 1.501, -5.950)
N (-0.835, 1.179, -4.539)
C (-2.237, 0.857, -4.245)
P (0.362, 0.346, -3.785)
O (-0.153, 0.080, -2.363)
N (1.690, 1.282, -3.809)
C (2.919, 0.767, -3.190)
C (1.600, 2.741, -3.779)
N (0.766, -1.079, -4.456)
C (1.729, -1.236, -5.538)
C (-0.072, -2.257, -4.232)
H (-1.169, 2.404, -6.200)
H (-0.954, 0.691, -6.602)
H (0.444, 1.683, -6.142)
H (-2.853, 1.714, -4.519)
H (-2.377, 0.660, -3.186)
H (-2.573, -0.014, -4.818)
H (2.972, -0.315, -3.265)
H (2.961, 1.039, -2.131)
H (3.775, 1.211, -3.699)
H (0.629, 3.070, -4.138)
H (2.379, 3.161, -4.417)
H (1.747, 3.116, -2.762)
H (2.290, -0.319, -5.697)
H (1.223, -1.499, -6.470)
H (2.427, -2.037, -5.284)
H (-0.780, -2.085, -3.426)
H (0.562, -3.099, -3.952)
H (-0.621, -2.511, -5.143)
C (4.052, 2.809, 5.284)
C (3.393, 1.441, 5.181)
N (2.271, 1.414, 4.249)
C (0.942, 1.439, 4.439)
S (-0.070, 1.182, 3.096)
N (0.372, 1.642, 5.636)
C (0.914, 2.117, 6.906)
C (1.071, 1.008, 7.936)
H (4.890, 2.774, 5.981)
H (3.350, 3.570, 5.625)
H (4.433, 3.123, 4.313)
H (3.072, 1.073, 6.152)
H (4.120, 0.715, 4.813)
H (2.507, 1.314, 3.273)
H (-0.633, 1.589, 5.575)
H (0.218, 2.869, 7.281)
H (1.850, 2.639, 6.732)
H (0.111, 0.537, 8.143)
H (1.459, 1.413, 8.872)
H (1.753, 0.232, 7.588)

- Charge: +1
- E_HOMO: -0.3780 hartree
- LUMO: -0.1521 Ha

Mulliken population analysis, charges in e, atoms 1 to 8: 0.821, -0.548, -0.986, -0.350, 0.409, 0.035, -1.201, -0.812

=====

Entry 2:
The following is a DFT calculation (ωB97M-V/def2-TZVPD) of a structure of composition C32H44F2N5O2RuSi2Te.

CARTESIAN COORDINATES (ANGSTROEM)
Ru (0.765, -1.200, -0.131)
C (1.927, -2.367, -4.140)
C (1.889, -2.452, -2.642)
O (0.946, -1.821, -2.096)
C (2.893, -3.199, -1.973)
C (2.896, -3.555, -0.635)
C (3.871, -4.558, -0.106)
N (1.950, -3.059, 0.186)
N (1.852, -3.586, 1.390)
C (0.623, -3.248, 1.939)
O (-0.276, -2.723, 1.257)
C (0.434, -3.516, 3.370)
C (1.403, -4.189, 4.117)
C (1.221, -4.356, 5.477)
C (0.084, -3.846, 6.094)
C (-0.877, -3.172, 5.353)
C (-0.707, -3.007, 3.989)
H (0.924, -2.163, -4.509)
H (2.340, -3.266, -4.592)
H (2.567, -1.523, -4.416)
H (3.655, -3.640, -2.600)
H (4.629, -4.788, -0.851)
H (3.349, -5.474, 0.172)
H (4.341, -4.180, 0.802)
H (2.286, -4.569, 3.623)
H (1.967, -4.879, 6.062)
H (-0.049, -3.973, 7.161)
H (-1.752, -2.759, 5.837)
H (-1.433, -2.460, 3.401)
C (-2.118, 3.600, -6.135)
Si (-1.918, 2.067, -5.068)
C (-2.920, 2.282, -3.501)
C (-2.525, 0.574, -6.008)
C (-0.072, 1.886, -4.697)
Te (0.454, 1.111, -2.764)
C (0.126, 3.081, -1.948)
Si (1.639, 3.845, -1.144)
C (2.475, 2.597, -0.012)
C (1.087, 5.341, -0.167)
C (2.821, 4.346, -2.511)
H (-3.165, 3.750, -6.410)
H (-1.540, 3.517, -7.058)
H (-1.782, 4.496, -5.609)
H (-3.984, 2.280, -3.748)
H (-2.704, 3.218, -2.983)
H (-2.745, 1.455, -2.808)
H (-3.566, 0.708, -6.309)
H (-2.454, -0.315, -5.381)
H (-1.936, 0.404, -6.912)
H (0.477, 2.831, -4.748)
H (0.376, 1.186, -5.405)
H (-0.694, 3.017, -1.235)
H (-0.208, 3.696, -2.784)
H (2.409, 2.891, 1.037)
H (3.530, 2.460, -0.257)
H (1.990, 1.620, -0.085)
H (0.396, 5.044, 0.624)
H (0.580, 6.067, -0.805)
H (1.937, 5.842, 0.303)
H (3.102, 3.483, -3.122)
H (3.739, 4.776, -2.105)
H (2.366, 5.090, -3.169)
C (2.399, 0.279, 3.444)
C (2.187, -0.134, 2.137)
N (0.899, -0.272, 1.672)
C (-0.141, -0.031, 2.455)
C (-0.023, 0.382, 3.798)
C (1.330, 0.539, 4.265)
C (-1.106, 0.648, 4.668)
C (-2.486, 0.507, 4.625)
C (-3.402, -0.100, 3.715)
C (-4.792, -0.019, 3.976)
C (-5.656, -0.631, 3.112)
N (-5.249, -1.316, 2.025)
C (-3.937, -1.344, 1.861)
N (-3.000, -0.787, 2.618)
H (3.413, 0.389, 3.805)
H (2.991, -0.335, 1.441)
H (-1.120, -0.209, 2.036)
H (1.497, 0.852, 5.289)
H (-0.767, 1.076, 5.609)
H (-2.986, 0.921, 5.495)
H (-5.156, 0.518, 4.842)
H (-6.728, -0.588, 3.275)
H (-3.575, -1.894, 0.995)
F (-0.801, -0.311, -3.520)
C (-0.467, 0.239, -0.939)
F (-0.858, 1.221, -0.053)
H (-1.354, -0.319, -1.263)

- Spin multiplicity: 6
- Charge: 0
- Expectation value of S²: 8.8443
- E_HOMO (spin up / spin down): -0.1760 / -0.2730 hartree
- LUMO (spin up / spin down): -0.0142 / -0.0911 Ha

Mulliken population analysis, charges in e, atoms 1 to 8: 0.298, -1.270, 1.034, -0.610, -1.399, 0.839, -1.354, 0.728

=====

Entry 3:
The following is a DFT calculation (ωB97M-V/def2-TZVPD) of a structure of composition C32H44N2O7PPt at a distorted geometry.

CARTESIAN COORDINATES (ANGSTROEM)
Pt (0.266, 0.050, 0.342)
C (-0.046, -1.681, 7.033)
C (-1.375, -1.665, 6.262)
C (-2.350, -0.688, 6.938)
C (-1.985, -3.065, 6.299)
C (-1.101, -1.192, 4.841)
C (-0.597, 0.090, 4.608)
C (-0.323, 0.504, 3.322)
N (-0.522, -0.300, 2.276)
C (-1.013, -1.528, 2.463)
C (-1.315, -1.998, 3.726)
C (-1.172, -2.300, 1.210)
C (-1.847, -3.503, 1.123)
C (-2.024, -4.133, -0.104)
C (-1.515, -3.477, -1.226)
C (-0.844, -2.285, -1.086)
N (-0.657, -1.713, 0.113)
C (-2.750, -5.465, -0.251)
C (-3.182, -6.039, 1.097)
C (-3.995, -5.250, -1.126)
C (-1.805, -6.467, -0.933)
H (-0.217, -2.032, 8.051)
H (0.399, -0.686, 7.091)
H (0.675, -2.350, 6.558)
H (-2.568, -1.032, 7.949)
H (-3.291, -0.631, 6.387)
H (-1.937, 0.319, 7.010)
H (-2.178, -3.344, 7.335)
H (-1.311, -3.816, 5.878)
H (-2.938, -3.104, 5.766)
H (-0.411, 0.773, 5.426)
H (0.041, 1.498, 3.093)
H (-1.698, -3.000, 3.846)
H (-2.257, -3.939, 2.021)
H (-1.642, -3.887, -2.218)
H (-0.437, -1.761, -1.938)
H (-3.898, -5.390, 1.607)
H (-2.327, -6.212, 1.755)
H (-3.670, -7.001, 0.937)
H (-4.671, -4.521, -0.676)
H (-4.532, -6.193, -1.236)
H (-3.731, -4.897, -2.125)
H (-0.897, -6.611, -0.343)
H (-1.516, -6.140, -1.933)
H (-2.304, -7.432, -1.029)
O (-0.765, 2.979, -0.958)
C (0.261, 2.824, -0.349)
O (0.325, 1.977, 0.711)
C (1.489, 3.591, -0.691)
C (1.421, 4.479, -1.753)
C (2.557, 5.144, -2.225)
C (3.739, 4.875, -1.586)
O (4.978, 5.367, -1.870)
C (5.874, 4.766, -0.933)
O (5.100, 3.939, -0.057)
C (3.806, 4.016, -0.506)
C (2.703, 3.368, -0.021)
H (0.462, 4.643, -2.223)
H (2.512, 5.828, -3.061)
H (6.376, 5.541, -0.358)
H (6.602, 4.153, -1.466)
H (2.747, 2.720, 0.843)
C (3.933, -2.488, -3.202)
C (3.072, -2.485, -1.965)
O (2.058, -1.451, -2.086)
P (1.889, -0.176, -1.181)
O (3.308, -0.031, -0.490)
C (3.550, -0.147, 0.934)
C (4.920, 0.406, 1.230)
O (1.778, 1.009, -2.196)
C (2.552, 1.198, -3.409)
C (1.833, 0.612, -4.600)
H (4.766, -3.177, -3.059)
H (4.342, -1.494, -3.387)
H (3.369, -2.805, -4.079)
H (3.675, -2.304, -1.078)
H (2.539, -3.426, -1.846)
H (3.484, -1.199, 1.217)
H (2.775, 0.395, 1.475)
H (5.689, -0.172, 0.716)
H (5.104, 0.352, 2.304)
H (5.001, 1.440, 0.904)
H (3.547, 0.772, -3.271)
H (2.649, 2.278, -3.501)
H (1.823, -0.477, -4.565)
H (2.320, 0.936, -5.520)
H (0.802, 0.969, -4.615)

- Charge: +1
- E_HOMO: -0.3680 hartree
- LUMO: -0.1243 Ha

Mulliken population analysis, charges in e, atoms 1 to 8: 1.126, -1.570, 1.988, -1.596, -2.121, 0.530, -0.592, -0.864

=====

Entry 4:
The following is a DFT calculation (ωB97M-V/def2-TZVPD) of a structure of composition C32H45CaCl3FGeN2O12SeSi at a distorted geometry.

CARTESIAN COORDINATES (ANGSTROEM)
Ca (-0.260, 0.638, 0.100)
O (-0.975, 1.709, 2.659)
C (-1.427, 3.070, 2.893)
C (-0.700, 4.158, 2.150)
C (-0.460, 5.419, 2.702)
C (0.067, 6.404, 1.923)
C (0.330, 6.149, 0.574)
C (-0.013, 4.924, 0.045)
N (-0.464, 3.953, 0.862)
H (-1.673, 1.123, 3.059)
H (-1.335, 3.252, 3.959)
H (-2.560, 3.148, 2.650)
H (-0.654, 5.613, 3.787)
H (0.411, 7.379, 2.344)
H (0.791, 6.988, -0.007)
H (0.059, 4.668, -1.030)
C (-3.750, -6.311, -0.332)
C (-4.590, -5.291, 0.427)
C (-6.103, -5.223, -0.040)
C (-6.864, -4.304, 0.981)
C (-6.039, -3.101, 1.325)
C (-6.626, -2.111, 2.043)
C (-5.885, -0.995, 2.401)
F (-6.536, -0.002, 3.043)
C (-4.541, -0.855, 2.174)
C (-3.964, -1.732, 1.262)
C (-2.575, -1.613, 0.756)
O (-1.839, -0.719, 1.281)
C (-2.095, -2.595, -0.138)
C (-2.922, -3.675, -0.461)
N (-4.039, -3.944, 0.295)
C (-4.695, -2.906, 0.975)
C (-0.775, -2.523, -0.924)
O (-0.513, -3.605, -1.550)
O (-0.091, -1.484, -0.820)
H (-4.130, -7.354, -0.146)
H (-2.691, -6.297, 0.008)
H (-3.790, -6.220, -1.433)
H (-4.524, -5.528, 1.509)
H (-6.472, -6.270, -0.087)
H (-6.101, -4.789, -1.011)
H (-7.285, -4.917, 1.734)
H (-7.749, -3.979, 0.378)
H (-7.637, -2.195, 2.392)
H (-4.045, 0.056, 2.445)
H (-2.800, -4.338, -1.311)
Cl (-5.880, 2.438, -2.109)
Ge (-4.573, 3.965, -1.485)
Cl (-5.507, 5.868, -2.335)
Cl (-4.528, 4.418, 0.699)
O (-2.288, 1.724, -4.007)
Se (-2.097, 2.050, -2.465)
O (-2.645, 1.126, -1.219)
O (-0.430, 2.520, -2.022)
O (-2.917, 3.704, -1.974)
C (3.869, 3.103, 1.836)
C (4.755, 1.929, 1.447)
C (6.232, 2.340, 1.445)
C (4.529, 0.686, 2.319)
O (4.479, 1.575, 0.069)
Si (3.305, 0.466, -0.337)
O (1.891, 0.835, 0.351)
O (3.030, 0.568, -1.921)
C (3.178, 1.168, -3.216)
C (3.606, 2.560, -3.048)
C (4.147, 0.262, -3.973)
C (1.810, 0.971, -3.867)
O (3.850, -1.019, 0.068)
C (3.808, -2.444, -0.304)
C (3.002, -3.003, 0.813)
C (3.154, -2.588, -1.627)
C (5.288, -2.816, -0.276)
H (4.086, 3.351, 2.880)
H (2.804, 2.839, 1.734)
H (4.164, 3.940, 1.242)
H (6.472, 2.812, 2.442)
H (6.462, 2.952, 0.617)
H (6.852, 1.404, 1.386)
H (4.840, 1.020, 3.386)
H (5.116, -0.214, 2.081)
H (3.529, 0.332, 2.394)
H (4.669, 2.734, -2.753)
H (2.927, 3.130, -2.408)
H (3.478, 3.099, -3.989)
H (5.046, 0.013, -3.390)
H (4.497, 0.651, -4.916)
H (3.605, -0.672, -4.147)
H (1.048, 1.604, -3.306)
H (1.491, -0.072, -3.807)
H (1.856, 1.256, -4.904)
H (2.144, -2.420, 1.078)
H (3.608, -3.132, 1.690)
H (2.703, -4.005, 0.600)
H (2.148, -2.169, -1.705)
H (3.040, -3.667, -1.761)
H (3.832, -2.268, -2.367)
H (5.664, -2.794, 0.743)
H (5.859, -2.081, -0.879)
H (5.519, -3.825, -0.649)

- Spin multiplicity: 2
- Charge: -2
- Expectation value of S²: 0.7851
- E_HOMO (spin up / spin down): 0.0247 / -0.0853 hartree
- LUMO (spin up / spin down): 0.1143 / 0.1143 Ha

Mulliken population analysis, charges in e, atoms 1 to 8: 2.016, -0.483, -0.305, 0.408, -0.701, -0.196, -0.743, -0.366

=====

The calculation returns the following energy values, one per record and in order: -5229.07091 -2811.50641 -2342.57246 -9185.07488 Ha.
The calculation returns the following energy relative to the best compared isomer or geometry (same formula, charge and spin) values, one per record and in order: 19.0 253.6 0.0 149.5 kJ/mol.